Record 1
7
Properties=species:S:1:pos:R:3 method="wB97M-V/def2-TZVPD" molar_mass_g_mol=110.2 spin_multiplicity=1 gap_ev=9.552 relative_energy_kcal_mol=62.3 e_lumo_ev=0.49 smiles="OOC(=S)S"
C -0.093 0.352 -0.416
O -0.666 0.431 1.799
O 0.096 -0.129 0.786
S 0.987 -0.530 -1.552
S -1.119 1.485 -0.829
H 0.621 0.426 -2.371
H -0.679 -0.371 2.349

Record 2
9
Properties=species:S:1:pos:R:3 method="wB97M-V/def2-TZVPD" molar_mass_g_mol=174.3 spin_multiplicity=1 gap_ev="7.360 / 7.371" relative_energy_kcal_mol=18.4 e_lumo_ev="-1.59 / -1.51"
C 0.308 -0.203 0.055
O 2.061 -1.820 3.326
O -1.931 -1.679 1.364
S 1.512 0.217 1.370
S 0.369 -1.979 -0.331
S 0.907 -1.021 2.957
S -0.784 -2.577 1.308
H -0.703 0.057 0.365
H 0.606 0.349 -0.832

Record 3
6
Properties=species:S:1:pos:R:3 method="wB97M-V/def2-TZVPD" molar_mass_g_mol=62.0 spin_multiplicity=1 gap_ev=11.444 relative_energy_kcal_mol=96.6 e_lumo_ev=0.49 smiles="O=COO"
C 0.331 -0.719 0.434
O 1.166 -1.600 0.227
O -0.766 1.224 -0.292
O 0.352 0.319 -0.375
H -0.274 -0.794 1.188
H -0.809 1.570 -1.182

Record 4
6
Properties=species:S:1:pos:R:3 method="wB97M-V/def2-TZVPD" molar_mass_g_mol=62.0 spin_multiplicity=1 gap_ev=11.885 relative_energy_kcal_mol=0.1 e_lumo_ev=0.53 smiles="O=C(O)O"
C -0.003 0.119 -0.025
H 1.820 0.051 0.014
H -1.818 -0.162 0.052
O 1.124 -0.620 -0.010
O -1.044 -0.721 -0.018
O -0.078 1.333 -0.013

Record 5
7
Properties=species:S:1:pos:R:3 method="wB97M-V/def2-TZVPD" molar_mass_g_mol=94.1 spin_multiplicity=1 gap_ev="7.761 / 7.715" relative_energy_kcal_mol=20.5 e_lumo_ev="-1.63 / -1.60" smiles="O=CO.O=S"
C -0.476 0.411 -0.011
O 2.603 1.148 -0.315
O -0.300 1.449 -0.678
O 0.458 -0.371 0.429
S 2.214 2.418 0.280
H -1.339 0.100 0.460
H 1.241 -0.131 -0.064

Record 6
7
Properties=species:S:1:pos:R:3 method="wB97M-V/def2-TZVPD" molar_mass_g_mol=78.0 spin_multiplicity=1 gap_ev=11.155 relative_energy_kcal_mol=30.5 e_lumo_ev=0.58 smiles=OC1(O)OO1
C 0.105 0.446 -0.532
O 1.333 0.584 -1.161
O 0.073 0.716 -1.869
O -0.262 1.375 0.359
O -0.131 -0.803 -0.206
H 0.270 2.146 0.372
H -0.977 -1.063 -0.463

Record 7
8
Properties=species:S:1:pos:R:3 method="wB97M-V/def2-TZVPD" molar_mass_g_mol=110.1 spin_multiplicity=1 gap_ev=11.056 relative_energy_kcal_mol=29.8 e_lumo_ev=0.13
C -1.230 -0.988 0.068
O 0.427 1.717 0.048
O 2.390 -0.048 0.525
O 0.034 -0.963 0.470
O -1.764 -0.149 -0.624
S 1.225 0.037 -0.272
H -1.756 -1.886 0.465
H 0.672 2.279 -0.681

Record 8
9
Properties=species:S:1:pos:R:3 method="wB97M-V/def2-TZVPD" molar_mass_g_mol=142.2 charge=-2 spin_multiplicity=1 gap_ev=5.544 relative_energy_kcal_mol=62.1 e_lumo_ev=6.44
C -0.098 0.188 1.003
O -2.660 -0.384 0.721
O 2.506 -0.094 0.472
O -1.344 -0.571 -1.379
O 1.275 1.702 -0.667
S -1.617 0.278 -0.087
S 1.214 0.280 -0.156
H -0.249 -1.016 1.636
H 0.972 -0.382 -1.544

Record 9
6
Properties=species:S:1:pos:R:3 method="wB97M-V/def2-TZVPD" molar_mass_g_mol=94.2 spin_multiplicity=1 gap_ev=7.825 relative_energy_kcal_mol=82.8 e_lumo_ev=-1.24
C 0.482 0.435 0.214
H -0.082 -1.281 0.778
H -1.595 -0.768 -0.914
O 0.900 -0.672 0.087
S -1.242 0.613 -0.453
S 1.538 1.674 0.288

Record 10
5
Properties=species:S:1:pos:R:3 method="wB97M-V/def2-TZVPD" molar_mass_g_mol=76.0 spin_multiplicity=1 gap_ev=8.377 relative_energy_kcal_mol=18.7 e_lumo_ev=-0.24 smiles="C1=P#[PH]1"
C 0.027 0.637 0.460
P -1.530 0.478 -0.241
P -0.109 -1.255 0.006
H 0.816 1.343 0.851
H 0.796 -1.203 -1.076

Record 11
6
Properties=species:S:1:pos:R:3 method="wB97M-V/def2-TZVPD" molar_mass_g_mol=108.0 spin_multiplicity=1 gap_ev="7.222 / 5.837" relative_energy_kcal_mol=80.1 e_lumo_ev="-1.76 / -2.09"
C -0.614 -0.378 0.475
P 0.015 -0.947 -0.944
P -2.069 -2.941 1.253
S -2.038 -3.732 -0.566
H -0.906 -1.189 1.317
H 0.293 0.274 -1.711

Record 12
5
Properties=species:S:1:pos:R:3 method="wB97M-V/def2-TZVPD" molar_mass_g_mol=78.2 spin_multiplicity=1 gap_ev=8.533 relative_energy_kcal_mol=10.2 e_lumo_ev=-0.45 smiles="S=CS"
C 0.492 -0.007 -0.285
H -1.211 -0.106 0.889
H 1.380 0.316 -0.651
S -0.205 0.845 1.097
S -0.455 -1.048 -1.050